# 1
ORCA calculation (the ωB97M-V functional and the def2-TZVPD basis) on a cluster of 4 separate species, C4H9N4O4 in total in a non-equilibrium geometry.

XYZ file:
```
21
Properties=species:S:1:pos:R:3:forces:R:3
C 1.414 -1.814 -1.740 -0.967 -0.238 -1.356
C 3.302 1.574 1.290 -0.644 -0.823 0.486
C -1.991 1.402 -0.774 -1.359 -3.024 0.040
C -1.749 -1.811 0.827 1.495 0.915 3.405
N -0.834 1.364 -0.294 2.667 1.105 2.405
N 0.582 -1.734 -0.852 -0.841 -0.330 -0.556
N 0.100 2.203 -0.679 2.375 1.463 -0.497
N 0.651 -1.330 0.429 2.596 -3.456 4.771
O 4.372 1.615 1.658 2.103 0.522 0.330
O 1.869 -2.005 -2.795 0.554 0.187 0.940
O 2.194 1.412 1.009 -1.264 0.309 -0.645
O -0.561 -0.919 0.970 -0.581 -1.049 -0.571
H -2.478 0.484 -0.462 -1.062 0.561 -0.074
H -2.300 1.965 -1.638 0.114 0.433 0.115
H -1.671 -2.796 1.328 0.694 0.545 0.022
H -1.904 -2.001 -0.170 -1.035 0.106 -2.365
H -2.380 -1.187 1.472 -0.857 -0.507 -0.955
H -0.464 0.715 0.592 -1.731 0.576 -2.576
H -0.059 2.992 -1.280 -0.941 -0.156 -0.310
H 0.959 2.328 -0.159 -0.392 -0.778 0.422
H 0.949 -2.457 1.268 -0.925 3.638 -3.030
```
Positions in Å, forces in eV/Å.

Values from the calculation:
**HOMO**: -0.46968 Eh
**Orbital gap**: 9.0 eV
**Energy above the lowest of the compared OMol25 structures with the same formula, charge and spin**: 283.3 kJ/mol
**DFT total energy**: -677.3332 a.u.
**Charge**: +1


# 2
ORCA calculation (the ωB97M-V functional and the def2-TZVPD basis) on a cluster of 2 separate species, C4H9N4S in total in a non-equilibrium geometry.

XYZ file:
```
18
Properties=species:S:1:pos:R:3:forces:R:3
C -2.513 1.014 -0.614 2.961 1.249 -1.953
C -2.731 0.668 0.693 1.003 -1.040 2.623
C -1.133 1.021 -0.779 0.017 -0.243 -0.305
C 0.706 0.353 0.687 0.149 -0.248 -0.390
N -1.580 0.357 1.317 -1.272 0.021 0.557
N -0.605 0.588 0.412 0.033 -0.035 -0.383
N 1.666 0.691 -0.103 -1.576 1.743 -2.112
N 1.089 -2.017 -0.401 4.329 -0.215 -2.682
S 3.356 0.489 0.104 -0.197 0.201 -0.674
H -3.102 1.424 -1.380 -1.226 0.062 -0.557
H -3.663 0.635 1.262 0.444 -0.134 -0.304
H -0.403 1.233 -1.577 -1.298 0.024 0.107
H 1.001 -0.183 1.561 -0.503 0.026 0.876
H 1.319 1.065 -1.032 1.236 -0.424 1.461
H 2.058 -2.492 -0.327 -1.747 1.179 0.164
H 0.865 -2.335 -1.356 -0.637 0.179 0.765
H 0.577 -2.471 0.264 -2.129 -1.829 1.753
H 3.094 -0.039 1.268 0.413 -0.514 1.055
```
Positions in Å, forces in eV/Å.

Values from the calculation:
**HOMO**: -0.50256 Eh
**Orbital gap**: 9.0 eV
**Energy above the lowest of the compared OMol25 structures with the same formula, charge and spin**: 298.9 kJ/mol
**DFT total energy**: -774.7000 a.u.
**Charge**: +1


# 3
ORCA calculation (the ωB97M-V functional and the def2-TZVPD basis) on the ion C4H9N4S with charge +1 in a non-equilibrium geometry.

XYZ file:
```
18
Properties=species:S:1:pos:R:3:forces:R:3
C -1.682 -0.117 2.538 -1.640 1.405 1.009
N -0.875 -0.062 1.345 -1.211 1.013 -2.785
N -1.258 0.514 0.171 0.284 0.440 0.318
C -0.293 0.201 -0.677 -0.322 0.670 -1.190
C -0.085 0.841 -2.122 0.980 -1.009 3.414
S 1.401 1.931 -2.022 -0.772 0.826 1.338
N 0.571 -0.622 -0.033 0.065 0.205 0.804
C 1.753 -1.342 -0.601 -1.259 0.355 -0.519
N 0.184 -0.725 1.219 1.845 -1.715 0.470
H -2.662 -0.565 2.389 0.334 -0.859 -0.676
H -1.086 -0.674 3.228 0.052 -0.091 0.727
H -2.090 0.871 2.925 1.634 -0.686 -0.587
H 0.127 0.073 -2.843 0.108 -0.270 -0.363
H -0.997 1.317 -2.321 -1.075 0.885 -0.559
H 1.059 2.723 -0.858 0.222 -1.254 -1.767
H 2.148 -2.105 0.100 -0.547 0.507 -0.626
H 1.323 -1.681 -1.569 0.735 -0.607 0.771
H 2.463 -0.579 -0.868 0.565 0.184 0.222
```
Positions in Å, forces in eV/Å.

Values from the calculation:
**HOMO**: -0.49449 Eh
**SMILES string**: Cn1nc(CS)[n+](C)n1
**Orbital gap**: 9.6 eV
**Energy above the lowest of the compared OMol25 structures with the same formula, charge and spin**: 265.9 kJ/mol
**DFT total energy**: -774.7125 a.u.
**Charge**: +1


# 4
ORCA calculation (the ωB97M-V functional and the def2-TZVPD basis) on the ion C4H9N4S with charge +1 in a non-equilibrium geometry.

XYZ file:
```
18
Properties=species:S:1:pos:R:3:forces:R:3
C 0.692 0.188 -0.066 2.636 -0.162 1.023
C -1.380 0.335 -1.374 4.598 4.601 0.261
C -1.339 0.983 1.187 0.229 -3.840 1.386
C -0.777 0.081 0.074 0.451 1.356 -2.124
N 1.343 1.427 -0.122 -0.194 -0.452 0.642
N 2.618 1.361 -0.028 -0.663 0.180 -1.045
N 1.616 -0.788 0.051 -1.016 0.326 -0.337
N 1.280 -2.135 0.062 0.747 -1.377 0.135
S 3.235 -0.140 -0.063 -1.749 -0.573 0.717
H -1.173 1.464 -1.698 -0.809 -1.962 1.065
H -2.371 0.183 -1.300 -3.343 -0.830 -0.444
H -0.782 -0.106 -2.157 -0.443 -1.169 -0.110
H -1.440 1.920 0.758 -0.661 2.033 -0.028
H -0.691 0.922 2.120 -0.725 0.473 -1.243
H -2.262 0.370 1.450 0.584 1.785 -0.144
H -1.159 -0.877 0.194 0.325 -2.238 0.814
H 0.488 -2.450 0.659 0.753 1.130 -0.387
H 2.103 -2.737 0.251 -0.721 0.717 -0.180
```
Positions in Å, forces in eV/Å.

Values from the calculation:
**HOMO**: -0.54452 Eh
**Orbital gap**: 9.3 eV
**Energy above the lowest of the compared OMol25 structures with the same formula, charge and spin**: 449.7 kJ/mol
**DFT total energy**: -774.6425 a.u.
**Charge**: +1


# 5
ORCA calculation (the ωB97M-V functional and the def2-TZVPD basis) on the ion C4H9N6O with charge +1 in a non-equilibrium geometry.

XYZ file:
```
20
Properties=species:S:1:pos:R:3:forces:R:3
C 0.216 -2.254 0.307 -0.099 2.252 -0.103
C 0.900 -1.391 -0.868 2.001 -4.391 -3.217
O 1.564 -1.981 -1.766 -2.612 2.992 4.008
N 0.788 0.086 -0.989 0.374 -0.209 1.508
C 1.873 0.833 -0.289 1.964 -0.168 0.696
N -0.476 0.564 -0.744 -2.778 0.966 -2.073
N -1.277 0.758 -1.813 -0.311 -0.064 0.010
N -2.527 1.200 -1.555 4.132 -0.636 6.111
C -2.464 1.314 -0.084 1.514 -1.137 -1.464
N -1.164 0.873 0.397 -3.832 0.902 -2.314
N -0.685 0.795 1.685 0.462 1.335 0.242
H 0.133 -3.355 0.038 0.274 1.695 0.286
H 0.865 -2.058 1.247 -1.054 -0.626 -1.420
H -0.820 -1.765 0.484 1.482 -1.196 -0.082
H 1.955 1.932 -0.585 -0.530 -1.565 0.303
H 1.834 0.701 0.859 0.039 0.429 -1.808
H 2.870 0.338 -0.606 -1.768 0.772 0.326
H -3.327 1.663 0.575 1.631 -0.608 -0.845
H -0.244 1.718 1.884 -0.295 -1.029 0.175
H -0.015 0.028 1.824 -0.594 0.287 -0.340
```
Positions in Å, forces in eV/Å.

Values from the calculation:
**HOMO**: -0.53193 Eh
**SMILES string**: CC(=O)N(C)n1nnc[n+]1N
**Orbital gap**: 9.2 eV
**Energy above the lowest of the compared OMol25 structures with the same formula, charge and spin**: 372.6 kJ/mol
**DFT total energy**: -561.1123 a.u.
**Charge**: +1


# 6
ORCA calculation (the ωB97M-V functional and the def2-TZVPD basis) on the ion C4H9NO with charge -1 in a non-equilibrium geometry.

XYZ file:
```
15
Properties=species:S:1:pos:R:3:forces:R:3
O -1.882 0.552 -1.984 -0.032 0.008 0.161
C -2.228 0.280 -0.774 0.247 -0.107 -0.293
C -1.226 0.304 0.362 -0.669 -0.109 -0.881
C -0.077 -0.710 0.177 -0.260 0.117 0.648
C 1.332 -0.223 0.552 0.217 -1.219 -0.155
N 2.030 0.547 -0.450 -0.466 1.180 -0.038
H -3.285 0.093 -0.520 0.004 0.112 0.126
H -1.840 0.085 1.229 0.221 -0.010 0.645
H -0.791 1.316 0.463 0.124 0.014 0.047
H -0.231 -1.600 0.805 -0.256 0.174 0.188
H -0.168 -1.123 -0.826 0.523 0.381 -0.322
H 1.856 -1.179 0.736 0.366 0.295 0.207
H 1.344 0.320 1.498 -0.271 0.080 0.017
H 2.612 1.320 -0.178 -0.188 0.030 0.560
H 2.551 0.017 -1.091 0.441 -0.945 -0.911
```
Positions in Å, forces in eV/Å.

Values from the calculation:
**HOMO (spin up / spin down)**: 0.02575 / -0.10303 Eh
**Orbital gap (spin up / spin down)**: 3.3 / 6.7 eV
**Energy above the lowest of the compared OMol25 structures with the same formula, charge and spin**: 35.3 kJ/mol
**DFT total energy**: -287.7317 a.u.
**Charge**: -1
**2S+1**: 2


# 7
ORCA calculation (the ωB97M-V functional and the def2-TZVPD basis) on the molecule C4H9NO.

XYZ file:
```
15
Properties=species:S:1:pos:R:3:forces:R:3
C 0.226 1.391 1.005 -0.028 0.015 0.040
C 0.843 0.776 -0.251 0.099 -0.002 -0.022
C -0.116 -0.030 -1.137 0.062 0.088 -0.117
N -0.973 -0.943 -0.398 0.044 -0.072 0.157
C -0.447 -1.990 0.283 0.072 -0.028 -0.010
O 0.726 -2.313 0.244 -0.356 0.079 0.026
H 0.922 2.113 1.447 -0.119 -0.115 -0.049
H -0.714 1.920 0.805 0.133 -0.069 -0.046
H 0.028 0.628 1.766 -0.025 0.096 -0.150
H 1.660 0.112 0.048 -0.062 0.122 -0.053
H 1.279 1.565 -0.877 -0.044 -0.112 0.060
H 0.475 -0.618 -1.848 -0.101 0.109 0.074
H -0.769 0.629 -1.721 0.076 -0.052 0.154
H -1.942 -0.709 -0.252 0.153 -0.070 0.029
H -1.199 -2.532 0.887 0.095 0.012 -0.094
```
Positions in Å, forces in eV/Å.

Values from the calculation:
**HOMO**: -0.35915 Eh
**SMILES string**: CCCNC=O
**Orbital gap**: 10.6 eV
**Energy above the lowest of the compared OMol25 structures with the same formula, charge and spin**: 47.1 kJ/mol
**DFT total energy**: -287.8145 a.u.